{"formula": "C2H2N3O2S", "method": "wB97M-V/def2-TZVPD", "energy_ha": -790.26508, "fmax_ha_per_bohr": 0.065, "e_above_lowest_kj_mol": 393.4, "total_charge": -1, "homo_ev": -4.03, "gap_ev": 7.71, "multiplicity": 1, "elements": ["C", "C", "N", "N", "N", "O", "O", "S", "H", "H"], "coordinates": [[-1.56108, 0.58450, 0.97729], [0.32378, 0.21431, -0.25469], [-2.43633, 1.12106, 0.43938], [0.11545, -0.09430, -1.36160], [-0.32680, -0.00793, -2.53520], [2.94611, 0.03956, 0.59950], [1.13918, -0.46907, 2.26648], [1.73682, -0.69194, 0.87518], [-1.03933, 0.20995, 1.79950], [-0.89781, -0.90615, -2.80585]]}